[1]
Here is a cluster of 2 separate species, C4H3N in total at a distorted geometry from OMol25. Energies are from ωB97M-V/def2-TZVPD.

Bonds (Å) are listed after each position.
CARTESIAN COORDINATES (ANGSTROEM)
1 C -2.90 -0.44 -0.16  C2 1.195, H6 1.026
2 C -1.80 -0.80 0.15  C1 1.195
3 C 0.51 -0.98 0.05  C4 1.399, N5 1.206
4 C 1.51 -0.03 -0.18  C3 1.399, N5 1.685, H7 1.078, H8 1.104
5 N 1.48 -1.68 0.15  C3 1.206, C4 1.685
6 H -3.90 -0.24 -0.26  C1 1.026
7 H 1.72 0.31 -1.18  C4 1.078
8 H 1.84 0.61 0.66  C4 1.104

Highest occupied orbital energy (spin up / spin down) ... -10.2586 / -10.2610 eV
Charge ... 0
HOMO-LUMO gap (spin up / spin down) ... 8.85 / 8.86 eV

[2]
Here is the ion C4H3N2OS with charge -1 at a distorted geometry from OMol25. Energies are from ωB97M-V/def2-TZVPD.

Bonds (Å) are listed after each position.
CARTESIAN COORDINATES (ANGSTROEM)
1 O -2.23 1.74 0.01  C2 1.205
2 C -2.02 0.55 -0.04  O1 1.205, S3 1.660, C4 1.777
3 S -3.01 -0.79 -0.13  C2 1.660
4 C -0.32 0.04 -0.01  C2 1.777, C5 1.381, N8 1.335
5 C 0.79 0.86 -0.04  C4 1.381, C6 1.397, H9 1.071
6 C 1.88 -0.02 0.02  C5 1.397, N7 1.326, H10 1.076
7 N 1.47 -1.28 0.08  C6 1.326, N8 1.342
8 N 0.13 -1.21 0.06  C4 1.335, N7 1.342, H11 1.009
9 H 0.80 1.93 -0.09  C5 1.071
10 H 2.93 0.22 0.03  C6 1.076
11 H -0.43 -2.05 0.09  N8 1.009

Structure (SMILES) ... [O-]C(=S)c1ccn[nH]1
Highest occupied orbital energy ... -3.9493 eV
Charge ... -1
HOMO-LUMO gap ... 7.71 eV

[3]
Here is a cluster of 2 separate species, C4H3N3 in total at a distorted geometry from OMol25. Energies are from ωB97M-V/def2-TZVPD.

Bonds (Å) are listed after each position.
CARTESIAN COORDINATES (ANGSTROEM)
1 C 2.80 0.27 0.05  N5 1.148
2 C -1.48 0.20 -0.11  C3 1.390, C4 1.347, H8 1.089
3 C -1.18 -1.15 0.05  C2 1.390, N6 1.379, H9 1.114
4 C -0.35 0.91 0.03  C2 1.347, N7 1.348, H10 1.005
5 N 3.94 0.28 -0.02  C1 1.148
6 N 0.20 -1.23 0.15  C3 1.379, N7 1.288
7 N 0.61 -0.01 0.23  C4 1.348, N6 1.288
8 H -2.35 0.78 -0.43  C2 1.089
9 H -1.93 -1.97 0.00  C3 1.114
10 H -0.27 1.91 0.05  C4 1.005

Highest occupied orbital energy ... -10.3898 eV
Charge ... 0
HOMO-LUMO gap ... 6.96 eV

[4]
Here is an isolated molecule of C4H3N3 at a distorted geometry from OMol25. Energies are from ωB97M-V/def2-TZVPD.

Bonds (Å) are listed after each position.
CARTESIAN COORDINATES (ANGSTROEM)
1 C 2.69 -0.27 -0.27  C2 1.202, H8 1.063
2 C 1.51 -0.10 -0.12  C1 1.202, C3 1.415
3 C 0.13 0.15 0.05  C2 1.415, C4 1.397, N7 1.372
4 C -0.55 1.34 -0.21  C3 1.397, N5 1.362
5 N -1.81 0.89 0.00  C4 1.362, N6 1.360, H9 1.006
6 N -2.00 -0.41 0.36  N5 1.360, N7 1.310
7 N -0.76 -0.83 0.42  C3 1.372, N6 1.310, H10 1.017
8 H 3.74 -0.42 -0.39  C1 1.063
9 H -2.44 1.39 -0.61  N5 1.006
10 H -0.52 -1.75 0.78  N7 1.017

Highest occupied orbital energy ... -8.9112 eV
Charge ... 0
HOMO-LUMO gap ... 9.29 eV

[5]
Here is an isolated molecule of C4H3N3O at a distorted geometry from OMol25. Energies are from ωB97M-V/def2-TZVPD.

Bonds (Å) are listed after each position.
CARTESIAN COORDINATES (ANGSTROEM)
1 C -2.22 -0.28 0.11  N2 1.389, N8 1.381, H9 1.215
2 N -1.26 -1.29 0.06  C1 1.389, C3 1.263
3 C -0.13 -0.76 -0.12  N2 1.263, O4 1.394, N7 1.259
4 O 1.15 -1.31 -0.14  C3 1.394, C5 1.344
5 C 1.85 -0.19 0.12  O4 1.344, C6 1.351, H10 1.145
6 C 1.15 0.97 0.09  C5 1.351, N7 1.448, H11 1.208
7 N -0.18 0.49 -0.22  C3 1.259, C6 1.448, N8 1.428
8 N -1.55 0.89 -0.18  C1 1.381, N7 1.428
9 H -3.43 -0.21 0.19  C1 1.215
10 H 2.94 -0.35 -0.18  C5 1.145
11 H 1.67 2.05 0.26  C6 1.208

Structure (SMILES) ... c1nc2occn2n1
Highest occupied orbital energy ... -9.4196 eV
Charge ... 0
HOMO-LUMO gap ... 10.28 eV

[6]
Here is an isolated molecule of C4H3N3O2 at a distorted geometry from OMol25. Energies are from ωB97M-V/def2-TZVPD.

Bonds (Å) are listed after each position.
CARTESIAN COORDINATES (ANGSTROEM)
1 O -4.84 -0.03 -0.49  C2 1.198
2 C -3.86 -0.12 0.18  O1 1.198, N3 1.283, H10 1.155
3 N -2.61 0.05 -0.05  C2 1.283, N4 1.267
4 N -1.72 0.96 -0.11  N3 1.267, C5 1.374
5 C -0.42 0.53 -0.21  N4 1.374, N6 1.314, O9 1.309
6 N -0.04 -0.70 -0.43  C5 1.314, C7 1.347
7 C 1.30 -0.61 -0.57  N6 1.347, C8 1.327, H11 1.068
8 C 1.64 0.67 -0.53  C7 1.327, O9 1.321, H12 1.020
9 O 0.57 1.39 -0.21  C5 1.309, C8 1.321
10 H -4.07 -0.62 1.20  C2 1.155
11 H 2.03 -1.38 -0.74  C7 1.068
12 H 2.52 1.13 -0.73  C8 1.020

Structure (SMILES) ... O=C/N=N/c1ncco1
Highest occupied orbital energy ... -9.8804 eV
Charge ... 0
HOMO-LUMO gap ... 8.31 eV

[7]
Here is an isolated molecule of C4H3N3OS at a distorted geometry from OMol25. Energies are from ωB97M-V/def2-TZVPD.

Bonds (Å) are listed after each position.
CARTESIAN COORDINATES (ANGSTROEM)
1 C -0.80 1.25 -1.74  N2 1.278, O5 1.477, H10 1.083
2 N 0.21 0.47 -1.67  C1 1.278, C3 1.368
3 C 0.38 0.10 -0.36  N2 1.368, C4 1.371, C9 1.436
4 C -0.63 0.70 0.34  C3 1.371, O5 1.292, S6 1.935
5 O -1.41 1.42 -0.40  C1 1.477, C4 1.292
6 S -1.22 0.09 2.08  C4 1.935, N7 1.736
7 N -0.53 -1.50 1.93  S6 1.736, N8 1.235
8 N 0.40 -1.83 1.19  N7 1.235, C9 1.521
9 C 1.20 -0.85 0.34  C3 1.436, N8 1.521, H11 1.049, H12 1.107
10 H -1.16 1.93 -2.50  C1 1.083
11 H 1.76 -1.47 -0.30  C9 1.049
12 H 1.80 -0.30 1.09  C9 1.107

Structure (SMILES) ... c1nc2c(o1)SN=NC2
Highest occupied orbital energy ... -9.1313 eV
Charge ... 0
HOMO-LUMO gap ... 9.55 eV

[8]
Here is an isolated molecule of C4H3N3S at a distorted geometry from OMol25. Energies are from ωB97M-V/def2-TZVPD.

Bonds (Å) are listed after each position.
CARTESIAN COORDINATES (ANGSTROEM)
1 C 0.53 0.49 -2.13  C3 1.409, N5 1.270, H9 1.042
2 C 0.06 0.11 0.35  C3 1.383, N7 1.352, H10 1.023
3 C 0.62 0.74 -0.75  C1 1.409, C2 1.383, C4 1.445
4 C 1.49 1.72 -0.14  C3 1.445, N6 1.289
5 N 1.13 1.17 -3.01  C1 1.270, S8 1.560
6 N 1.38 1.71 1.14  C4 1.289, N7 1.335
7 N 0.57 0.69 1.45  C2 1.352, N6 1.335, H11 0.988
8 S 1.35 1.32 -4.55  N5 1.560
9 H -0.03 -0.39 -2.24  C1 1.042
10 H -0.71 -0.56 0.34  C2 1.023
11 H 0.50 0.23 2.32  N7 0.988

Highest occupied orbital energy (spin up / spin down) ... -7.2561 / -7.5366 eV
Charge ... 0
HOMO-LUMO gap (spin up / spin down) ... 4.43 / 4.72 eV

How do the records compare in molecular weight? In the order shown, they have 65.1, 127.1, 93.1, 93.1, 109.1, 125.1, 141.2, 125.2 u.
How do the records compare in relative energy (zero: lowest compared OMol25 entry of this formula, charge and spin)? In the order shown, they have 601.7, 0.0, 584.7, 444.4, 285.3, 269.7, 259.2, 595.1 kJ/mol.